Entry 1:
The following is a quantum chemistry calculation of C22H47GdNO4Si2 as an isolated structure in a non-equilibrium geometry, from OMol25.

Each line ends with the Mulliken charge.
CARTESIAN COORDINATES (ANGSTROEM)
H 1.42625 0.81349 -5.41658  0.327
H 2.63895 -1.56023 0.27434  -0.093
H -4.18942 0.83724 3.37745  0.457
H 1.97203 -0.30705 5.16207  0.364
C -3.30011 -3.14469 -0.10063  0.265
H -0.47733 1.98275 2.17982  0.085
C 0.67664 0.22808 -4.85673  -1.013
H -3.93793 4.25332 -2.14522  0.311
H 0.52368 3.40005 1.98220  0.445
H 4.35291 -2.05885 0.27322  0.574
H 5.76116 0.47836 3.14267  0.310
H 2.32062 -2.31536 -3.32217  0.324
H 3.25850 -3.91579 1.20985  0.433
H 3.48677 -1.21345 -2.54524  0.196
H -5.18608 -3.13420 1.89849  0.523
C -4.81443 0.37906 -1.74766  -1.014
C 0.20583 -0.86131 -1.84075  -0.531
C 4.87818 0.22691 1.19131  -0.231
H 2.51523 2.20942 1.64917  0.231
C -2.90715 1.31798 -3.88619  -1.008
C 1.05906 -0.46346 3.21392  -0.028
H 2.56752 -1.67463 4.17445  0.211
C 0.50095 2.40473 2.43400  -1.101
H 3.23245 -1.15492 -4.31656  0.330
H 2.39784 1.57860 -1.56092  0.102
O -3.55848 -4.30802 0.16747  -0.632
H -5.16389 3.47387 -3.17921  0.341
H 6.82917 0.87696 1.77072  0.440
H -0.27411 0.77232 -4.90429  0.210
C -4.85047 -1.15848 2.78592  -0.325
Si 1.30204 -0.07474 -3.10610  0.235
H 0.15241 0.11357 3.43263  0.509
H -5.06974 0.36745 -0.67845  0.256
H 0.94959 -1.74534 4.90843  0.391
N -2.80355 -0.97884 0.88935  0.211
H -2.41983 2.16723 -0.02637  0.306
Si -3.61450 1.78997 -2.19390  0.077
H 4.44628 1.23238 1.12317  0.237
H 0.72952 -0.73946 -0.84977  -0.367
O 3.83663 -0.66272 1.73902  -0.102
H 0.86330 -1.18986 2.40748  0.052
H -2.48053 0.29989 -3.97240  0.411
H 2.13923 -2.94463 2.18319  0.284
O 2.07843 0.51533 2.70276  -0.313
C -4.59450 -2.22069 1.90984  -0.497
H 3.86115 -3.08297 2.64971  0.306
H 6.47611 -0.81496 2.16427  0.310
H 0.58311 2.50228 3.52377  0.340
H -1.28998 2.37478 -1.38274  0.312
H -5.67127 -1.20439 3.50118  0.434
H -2.12664 2.03513 -4.17789  0.273
C -4.04150 -0.02034 2.72281  -0.923
C 1.68096 -1.08067 4.43739  -1.268
H 0.55409 -0.72146 -5.39352  0.325
H -2.39923 0.91058 1.63791  0.100
H 5.13106 -0.11963 0.17970  0.406
C -2.16632 1.79993 -1.03743  -0.647
H 0.23433 -1.96497 -2.03083  0.403
H 2.66432 1.99012 -3.27073  0.406
H -5.32181 3.41252 -1.40711  0.303
C 2.73365 -1.29362 -3.34444  -1.016
C 3.16503 -3.00662 1.80703  -1.366
C -4.60029 3.38014 -2.23859  -1.133
C 1.62028 1.59697 1.81946  0.289
C 1.92439 1.60607 -2.55200  -0.780
O -2.81678 -2.64643 -1.22818  -0.644
C 3.48909 -1.83738 0.91760  0.208
C -3.03504 0.03300 1.76349  0.113
C 6.05744 0.19346 2.12651  -1.350
C -3.57675 -2.09519 0.96669  0.495
H 1.30227 1.14521 0.86224  -0.033
H 2.93005 -0.04396 2.27880  0.576
H -4.53138 -0.65047 -2.04968  0.508
H -3.72750 1.37921 -4.61609  0.417
H -5.73614 0.59823 -2.30555  0.418
Gd -1.92837 -0.60020 -1.34678  0.770
H 1.10255 2.33342 -2.51079  0.254

Results
* spin multiplicity: 8
* expectation value of S²: 16.002
* total charge: +1
* energy relative to the best compared isomer or geometry (same formula, charge and spin): 246.9 kJ/mol
* gap between HOMO and LUMO (spin up / spin down): 0.2749 / 0.2909 Eh

=====

Entry 2:
The following is a quantum chemistry calculation of a 2-piece molecular cluster, C33H34F6N2O3S overall in a non-equilibrium geometry, from OMol25.

Each line ends with the Mulliken charge.
CARTESIAN COORDINATES (ANGSTROEM)
H -2.10314 1.03554 -2.58473  0.395
H 3.40197 -1.60255 2.01139  0.666
C -0.53808 -4.54508 -0.73167  -1.808
H 2.03671 -0.45742 2.01371  0.350
H 1.76346 1.14503 0.16529  0.834
C 0.63632 -2.39270 -1.33640  -1.463
C 4.42912 0.90921 -1.95891  -0.639
H -2.15528 -2.35717 -0.59386  0.361
C 1.15350 3.06237 1.79758  -1.240
C 3.26785 -0.39780 0.23710  -0.007
C 2.62538 -1.13592 1.38686  -1.465
H -1.32780 -4.35144 -3.45731  0.452
H -1.00087 3.91080 0.37276  0.424
H 1.37888 3.40019 0.78160  0.400
H 0.39332 -5.11955 -0.80191  0.312
C -3.30034 0.86081 -0.78187  0.886
C 2.57827 -3.72666 -2.41617  -1.258
H 2.78300 2.30841 -1.78096  0.469
H 0.35936 1.97856 5.42770  0.414
F 4.02670 1.26463 4.20061  -0.256
H -1.37101 -5.21843 -0.97145  0.486
C -5.49258 1.46017 -2.46473  -0.381
H 3.19970 2.60130 2.28230  0.422
F -4.94739 4.44185 0.47018  -0.228
H -4.03727 1.49892 -4.06773  0.382
H -6.68573 1.40906 -0.65424  0.419
S -2.85428 3.74268 1.89789  0.801
F -3.27180 5.85876 0.30185  -0.228
F 3.46039 2.88301 5.58230  -0.282
C -1.00097 -0.06820 -0.39818  0.126
H -0.67252 -4.19980 0.30038  0.312
H -6.34161 1.67540 -3.11630  0.400
C -0.55882 -3.36610 -1.70265  2.265
H 0.42417 -4.49209 -3.32000  0.403
H 2.27505 -3.25539 -3.35611  0.425
H -4.76163 0.93669 0.81849  0.401
C -3.11712 1.06305 -2.17509  -0.138
O 3.46562 -3.87600 0.22680  -0.675
O -3.50095 2.45036 2.03787  -0.590
C -0.46862 2.70022 3.58066  -0.550
C 0.55832 2.28151 4.40526  -1.347
C -1.22286 3.57231 1.37921  -0.500
H 4.92251 -1.77404 0.09711  0.469
C 2.96842 1.82262 4.86340  0.880
H -1.49134 2.73686 3.95988  0.365
C -3.60703 4.55803 0.38624  0.620
C -2.20615 0.45405 0.05710  -0.621
H -2.68547 -3.38913 -1.92561  0.612
H 2.31487 -4.79702 -2.42312  0.376
C 2.17019 2.63478 2.63306  -0.359
C -0.18035 -0.81632 0.44756  -1.101
H -2.37540 0.46778 1.13489  0.451
H 0.66546 -1.58365 -2.09322  0.729
C -4.61275 1.03053 -0.25571  -0.251
C -5.68799 1.30621 -1.08537  -0.731
H 3.66830 -3.64411 -2.30382  0.336
C 5.02892 -0.23621 -1.42267  -0.764
C -0.20580 3.11935 2.24213  1.095
H -1.96833 -1.81218 -2.28525  0.352
O -3.02830 4.72265 2.94719  -0.673
N 1.93890 -3.05668 -1.30804  0.632
H -0.31344 -2.94214 -3.81394  0.393
H -0.69548 0.06048 -1.44363  0.407
C -0.41763 -3.81484 -3.15417  -1.843
H 1.31828 -2.87444 1.69465  0.525
C 2.49643 -3.17875 -0.05688  -0.073
H 4.88081 1.41381 -2.81598  0.407
C -1.91047 -2.67482 -1.61020  -2.023
N 0.63334 -1.80044 0.02541  0.812
F -3.18445 3.94132 -0.75550  -0.189
C 1.73363 -2.26795 0.87442  0.139
C 4.45986 -0.87508 -0.32254  -0.264
H 5.94065 -0.64115 -1.86447  0.431
C 3.25777 1.40989 -1.38124  -1.418
C 2.68555 0.76092 -0.28380  0.649
C -4.20325 1.34878 -2.99868  -0.801
C 1.86780 2.24768 3.93542  0.460
H -0.19728 -0.64123 1.52887  0.506
F 2.53277 0.89591 5.76899  -0.288

Results
* gap between HOMO and LUMO: 0.1487 Eh

=====

Entry 3:
The following is a quantum chemistry calculation of a 6-piece molecular cluster, C21H42N7O5 overall in a non-equilibrium geometry, from OMol25.

Each line ends with the Mulliken charge.
CARTESIAN COORDINATES (ANGSTROEM)
H -1.17161 2.07400 -0.64975  0.317
H -9.18437 1.99106 0.18702  0.431
N 5.48322 4.05344 4.39666  0.122
H -9.91315 1.29537 -2.62149  0.322
C 9.03057 -3.75021 0.82891  -0.914
H -4.64544 -2.96566 -2.99763  0.404
H 4.05744 5.45467 3.80060  0.397
H 4.30970 2.48257 -0.76329  0.377
C -8.56374 0.45217 -1.23951  0.447
H -5.15472 -3.65859 -7.03679  0.266
H -2.80840 -3.53791 -4.69116  0.325
H 7.60492 -3.61132 2.92580  0.372
H 5.29374 2.42945 0.72140  0.337
H 6.00092 5.79349 5.43856  0.340
C -5.32520 -2.71692 -3.80943  -0.896
H 4.72431 4.81527 6.19278  0.340
C -3.65708 -4.14441 -5.01197  -0.908
N -7.41332 -0.29519 -1.30587  0.185
H -2.22158 -1.01217 -0.64571  0.213
H 9.78445 -3.49636 1.57608  0.337
O -3.95037 -0.36466 1.39603  -0.697
H 3.76285 3.79577 3.23023  0.241
H 5.03241 4.76942 2.48109  0.277
H -7.21922 -1.01165 -1.99432  0.140
H -3.77742 -4.98082 -4.32158  0.325
C 2.35029 1.01443 0.34927  0.258
C -9.68765 0.30532 -2.22657  -0.490
H -6.33056 -3.07095 -3.56662  0.253
C -3.27115 0.64587 1.21543  0.173
C -1.54025 -0.57346 0.08451  -0.845
H -5.62520 -0.29889 -0.12283  0.532
C -5.58017 -3.14752 -6.15952  0.068
O -6.59732 -2.48213 -6.22719  -0.572
H 9.46018 -3.62011 -0.16176  0.288
C 4.28381 2.42544 0.32568  -1.041
H 4.64077 0.69332 2.49136  0.183
O 6.47263 -1.34932 0.09041  -0.627
H 6.10263 -3.20551 2.06493  0.272
C 4.52696 4.55051 3.42212  -0.842
C -8.47156 1.28174 -0.18479  -0.776
N 3.60955 1.20598 0.73830  0.226
H -3.59355 1.64016 1.56851  0.276
C -1.32664 1.89626 0.41314  -0.765
H 1.93219 0.05664 0.70830  0.210
C 5.66570 4.77499 5.64176  -0.944
H -3.45280 -4.53595 -6.00530  0.307
H 3.69037 -0.62317 1.76450  0.288
H -1.85707 2.74404 0.84391  0.302
H -8.42188 -1.44353 -5.22023  0.596
C 6.17200 2.93530 4.11131  0.061
H 8.05884 -2.13818 -0.90842  0.243
H -5.36379 -1.63121 -3.93702  0.296
C 7.44185 -2.08371 0.00305  0.112
N -2.09323 0.67086 0.59774  0.117
H 5.21694 -0.11208 1.01112  0.520
C -8.87041 -1.13341 -4.29921  0.182
N -7.21774 1.02579 0.37159  0.047
C 7.13774 -2.90967 2.23988  -0.868
H 7.13704 -1.91271 2.68231  0.266
H -0.35705 1.79929 0.89242  0.262
C 4.33208 0.23217 1.55322  -0.845
C -9.27040 -0.55846 -3.32757  -0.798
O 6.05755 2.29210 3.08195  -0.548
H 8.74510 -4.79613 0.95486  0.336
H 3.74123 3.29496 0.69831  0.266
N 7.86915 -2.89528 0.98384  0.103
N -4.86550 -3.33884 -5.03455  0.119
H -1.40880 -1.28644 0.89827  0.328
H -6.82904 1.47582 1.18763  0.236
C -6.61530 0.09257 -0.31818  -0.386
H -10.59270 -0.08030 -1.75809  0.322
H 6.41142 4.27608 6.25652  0.292
O 1.69480 1.79394 -0.33668  -0.680
H -0.58134 -0.37216 -0.38607  0.320
H 6.87034 2.64112 4.91192  0.267

Results
* total charge: +1
* gap between HOMO and LUMO: 0.2923 Eh

=====

Entry 4:
The following is a quantum chemistry calculation of a 3-piece molecular cluster, C5H18NO2 overall in a non-equilibrium geometry, from OMol25.

Each line ends with the natural charge from an NBO analysis.
CARTESIAN COORDINATES (ANGSTROEM)
H -2.59559 -2.78908 -0.42129  0.221
C 0.84485 -0.90641 -0.60350  -0.635
O 1.65021 3.03471 -1.09959  -1.002
H -0.48440 1.44349 -0.74999  0.231
H 0.87475 1.13945 1.86040  0.464
H 0.58802 2.57671 1.09398  0.437
H 1.78974 -1.05680 3.00670  0.499
H 1.71012 -0.69920 0.01773  0.196
H -2.19257 -2.50661 -2.16287  0.228
C -1.89064 -2.35289 -1.12372  -0.605
H -0.96458 -2.92114 -1.01918  0.199
H -1.36264 1.39314 0.89308  0.224
H 1.32699 3.71421 -1.71307  0.513
H 0.80844 -1.99314 -0.55744  0.237
H 2.54339 2.72833 -1.33137  0.499
N 0.67767 1.57207 0.94737  -0.690
H 1.03685 -0.54612 -1.60973  0.221
H -2.57400 -0.47018 -0.50248  0.217
H -0.51571 -1.04418 0.98434  0.208
C -0.56209 1.03201 0.25220  -0.209
H 0.29264 -0.77991 3.26048  0.489
H -1.45215 -0.43491 -1.93548  0.217
O 1.13740 -0.34796 3.10863  -0.965
C -1.62083 -0.84226 -0.93121  -0.414
C -0.52653 -0.49383 0.03493  -0.227
H 1.46066 1.55048 0.30106  0.448

Results
* total charge: +1
* energy relative to the best compared isomer or geometry (same formula, charge and spin): 42.7 kJ/mol
* gap between HOMO and LUMO: 0.4279 Eh

=====

Entry 5:
The following is a quantum chemistry calculation of C3MgNaO6 as an isolated structure in a non-equilibrium geometry, from OMol25.

Each line ends with the natural charge from an NBO analysis.
CARTESIAN COORDINATES (ANGSTROEM)
C 1.51680 -0.11145 0.22475  0.635
O -1.36121 1.65972 -1.62853  -0.552
Mg 3.65150 0.93852 0.52414  0.942
Na -2.08506 -2.44780 0.83472  0.970
O -2.40414 2.28617 0.27931  -0.548
O 1.60468 1.02111 0.80228  -0.808
O 0.16398 -2.07018 -0.08030  -0.738
O -0.87725 -0.20417 0.48738  -0.803
O 2.57446 -0.66511 -0.22064  -0.804
C -1.75774 1.68254 -0.51061  1.043
C 0.21302 -0.83922 0.18162  0.662

Results
* spin multiplicity: 2
* expectation value of S²: 0.751
* energy relative to the best compared isomer or geometry (same formula, charge and spin): 48.8 kJ/mol
* gap between HOMO and LUMO (spin up / spin down): 0.1866 / 0.3004 Eh

=====

Entry 6:
The following is a quantum chemistry calculation of C2H3FOTb as an isolated structure in a non-equilibrium geometry, from OMol25.

Each line ends with the Mulliken charge.
CARTESIAN COORDINATES (ANGSTROEM)
H -0.54564 -0.89228 0.08054  0.518
C -1.51105 0.52692 -0.19726  -0.069
F -2.33562 1.45215 0.28835  0.052
Tb 3.03476 -0.31285 0.57766  1.993
O 0.73531 -0.13333 0.33130  -0.602
H -0.68926 0.16905 -1.16430  0.451
H -0.11691 1.54292 0.96341  0.407
C -0.09879 0.85485 0.09114  0.250

Results
* spin multiplicity: 7
* expectation value of S²: 12.974
* total charge: +3
* energy relative to the best compared isomer or geometry (same formula, charge and spin): 270.7 kJ/mol
* gap between HOMO and LUMO (spin up / spin down): 0.3651 / 0.1880 Eh

=====

It is found that the energy values, taken in the order of the records, are -2566.5892; -2610.4519; -1584.6089; -406.3055; -928.2450; -1075.8995 a.u..